1.
A molecular structure, C17H33AlBCl2F6N6O10P4S in a non-equilibrium geometry. Source: OMol25; level of theory: the ωB97M-V functional and the def2-TZVPD basis.

```
81
Properties=species:S:1:pos:R:3:lowdin_charge:R:1
C -0.08436 1.86458 -2.72408 -0.277
B 0.03059 1.08724 -1.24135 -0.415
O 1.35399 1.15844 -0.59267 0.029
C -1.30281 0.30662 -0.70158 -0.144
C -1.58074 0.80753 0.87042 -0.246
C -1.58005 2.43155 1.06082 -0.137
C -0.19910 3.02484 1.79673 -0.156
C 0.08316 2.34899 3.27267 -0.085
C 1.21278 3.12991 4.17375 -0.154
F 2.26408 3.60404 3.19792 -0.016
F 0.58847 4.29128 4.91062 -0.025
C 1.99323 2.14763 5.24500 -0.155
F 1.26343 0.90408 5.58360 0.001
F 2.23953 2.90119 6.52129 -0.008
F 3.35896 1.74369 4.74996 -0.075
N -2.88855 0.13547 1.34159 -0.128
P -4.32191 0.92188 0.63807 0.747
N -5.01829 1.85630 1.80681 -0.297
C -2.84396 -1.35625 1.14275 -0.228
N -3.72940 -2.21480 1.81015 -0.113
P -5.00062 -1.68632 2.94740 0.112
S -6.81341 -1.79038 2.22308 0.060
N -1.80213 -2.11234 0.29127 -0.071
C -0.70675 -2.42670 1.28186 -0.274
C -0.21457 -4.01184 1.27821 -0.429
N -1.16587 -4.91702 0.79037 0.072
C -1.34704 -1.31218 -0.90059 -0.375
P -2.71225 -1.61963 -2.26522 0.767
O -2.53310 -0.59465 -3.49793 -0.382
O -2.63910 -3.21047 -2.96878 -0.186
O -4.33596 -1.40382 -1.69374 -0.224
P 0.23353 -2.07007 -1.75272 0.805
O 0.35647 -1.60615 -3.29481 -0.298
O 0.10677 -3.84183 -1.89947 -0.232
O 1.70682 -1.83938 -0.85534 -0.199
H 0.35214 2.95108 -2.69057 0.116
H -1.19465 1.81067 -3.12696 -0.063
H 0.56451 1.19020 -3.46143 0.025
H 1.99862 1.50958 -1.29659 0.059
H -2.21219 0.78635 -1.31056 0.116
H -0.70279 0.35251 1.49590 0.135
H -1.83901 3.04038 0.06677 0.145
H -2.44490 2.74567 1.82297 0.119
H -0.46285 4.16839 2.01831 0.140
H 0.72648 3.04909 1.08294 0.117
H 0.36695 1.21586 3.20300 0.118
H -0.95553 2.40540 3.85800 0.153
H -4.00401 1.73465 -0.50785 0.044
H -5.33529 -0.09877 0.33696 -0.006
H -5.99440 1.46221 1.96234 -0.034
H -3.65506 -3.26788 1.67055 0.136
H -4.65193 -0.36045 3.42125 -0.171
H -4.88591 -2.56214 4.12003 -0.014
H -1.15853 -2.27043 2.37758 -0.001
H 0.20913 -1.66161 1.25174 0.152
H 0.82997 -4.38601 1.68086 0.057
H -0.80269 -5.89365 0.84633 0.056
H -3.44164 -3.70378 -2.59512 0.090
H -4.77752 -2.27722 -1.44842 0.096
H 0.95922 -4.25723 -1.52249 0.089
H 1.85678 -2.56707 -0.17971 0.078
Cl -5.96138 -0.04393 4.75769 -0.255
C 6.34990 0.29968 -3.62477 -0.115
C 5.88471 -0.02762 -2.21158 -0.249
C 4.36984 0.08293 -2.03984 -0.179
C 3.88643 1.45358 -2.24926 -0.204
N 3.50964 2.53766 -2.42670 0.209
H 6.11007 1.33251 -3.89668 0.060
H 7.43472 0.18008 -3.70255 0.074
H 5.87989 -0.36610 -4.35524 0.066
H 6.39471 0.63485 -1.50148 0.115
H 6.19268 -1.05199 -1.97025 0.107
H 4.10340 -0.23999 -1.02712 0.114
H 3.86581 -0.59962 -2.73379 0.122
F 4.02501 0.06081 4.52106 -0.671
Al -0.02492 -3.58391 3.70003 0.996
Cl -0.85975 1.39588 -4.74315 0.354
C 3.83420 1.56234 -5.53457 -1.018
O 2.72185 2.05178 -5.65606 0.149
O 4.06735 0.36741 -5.31955 0.147
O 4.89910 2.18639 -5.60809 0.164
```

Summary:
energy	-5298.2661	a.u.
Kohn-Sham gap	1.644	eV
HOMO energy	-4.01	eV
maximum force	9.2	eV/Å
charge	-1

---

2.
2 unconnected molecules or ions with the total composition C17H33BrClNO6S in a non-equilibrium geometry. Source: OMol25; level of theory: the ωB97M-V functional and the def2-TZVPD basis.

```
60
Properties=species:S:1:pos:R:3:lowdin_charge:R:1
C -3.66410 -5.41632 0.93058 0.021
C -3.77604 -4.23331 0.01138 -0.518
O -4.29759 -3.19114 0.34245 0.119
O -3.27510 -4.44254 -1.24436 -0.025
C -2.35388 -3.42940 -1.66672 -0.161
C -1.00552 -3.53658 -0.93497 -0.140
C -0.67712 -2.29195 -0.07268 -0.180
C 0.33074 -1.34055 -0.74630 -0.183
C 1.75392 -1.52841 -0.19024 -0.154
C 2.00328 -0.86443 1.15322 -0.090
N 2.23747 0.64994 1.14697 -0.209
C 0.96435 1.31624 1.58909 -0.155
C 0.96040 2.83201 1.53550 -0.246
C -0.48111 3.31051 1.64352 -0.529
Cl -1.29652 2.85096 0.13861 0.715
C 2.79171 1.19377 -0.13471 -0.192
C 1.79536 1.55185 -1.24164 -0.264
C 2.19932 2.80534 -2.01954 -0.551
Br 4.08403 2.78034 -2.49075 0.696
C 3.23357 0.90582 2.25412 -0.160
S 4.96122 0.41468 1.98057 0.710
O 5.70694 1.36731 2.74895 -0.309
O 5.09638 -0.96822 2.33140 -0.315
H -2.65663 -5.82000 0.96434 0.079
H -4.37213 -6.18082 0.61767 0.094
H -3.94915 -5.09498 1.92628 0.086
H -2.81227 -2.44854 -1.55952 0.124
H -2.20509 -3.61851 -2.72476 0.125
H -0.21623 -3.66415 -1.67190 0.108
H -1.05838 -4.41056 -0.29181 0.106
H -1.61174 -1.73979 0.02106 0.109
H -0.38916 -2.57088 0.94118 0.108
H 0.36655 -1.58333 -1.80586 0.119
H -0.03025 -0.32175 -0.64266 0.085
H 1.84096 -2.59865 0.00592 0.131
H 2.52093 -1.32327 -0.93395 0.112
H 1.11787 -1.04580 1.75853 0.133
H 2.81767 -1.37357 1.65941 0.114
H 0.78862 1.01291 2.62015 0.147
H 0.11923 0.93225 1.02576 0.090
H 1.50335 3.25226 2.38630 0.121
H 1.40064 3.26118 0.64117 0.095
H -0.96122 2.86323 2.50966 0.087
H -0.51442 4.39057 1.71509 0.087
H 3.36809 2.08397 0.11595 0.103
H 3.51205 0.49814 -0.54855 0.099
H 0.76337 1.68796 -0.92596 0.058
H 1.78579 0.73896 -1.96593 0.112
H 1.94221 3.69624 -1.45724 0.069
H 1.65661 2.80054 -2.95539 0.076
H 3.24829 1.94895 2.54680 0.117
H 2.91391 0.29556 3.09393 0.134
H 5.26511 0.60508 0.67181 0.091
C -5.31176 2.90189 -2.12269 -0.062
C -4.06509 3.81652 -2.09970 -0.832
O -4.08417 4.76244 -1.28197 -0.117
O -3.14639 3.49158 -2.89364 -0.142
H -6.05816 3.23355 -1.40071 0.050
H -5.75792 2.90954 -3.11886 0.054
H -5.02283 1.87535 -1.88438 0.048
```

Summary:
energy	-4605.9683	a.u.
Kohn-Sham gap	4.968	eV
HOMO energy	-5.90	eV
maximum force	1.9	eV/Å

---

3.
4 unconnected molecules or ions with the total composition C17H33N2O3PS in a non-equilibrium geometry. Source: OMol25; level of theory: the ωB97M-V functional and the def2-TZVPD basis.

```
57
Properties=species:S:1:pos:R:3:lowdin_charge:R:1
C -4.62027 -0.53936 2.41098 0.140
C -3.60737 -0.66174 1.78260 -0.162
C -2.37216 -0.78729 1.01978 -0.147
C -1.03562 -0.76465 1.82764 -0.365
C -0.11372 -1.55830 1.00404 -0.210
N 0.60507 -2.17587 0.35818 0.234
C -1.14764 -1.44957 3.23180 -0.315
C -1.68117 -0.49528 4.29305 -0.081
C 0.18342 -2.04551 3.70538 -0.211
C 0.05780 -2.76933 5.06138 -0.082
C -0.42018 0.68539 1.94104 -0.361
C 0.38829 0.99269 0.76627 -0.288
N 1.02803 1.27263 -0.14453 0.197
P -1.56642 2.16261 2.11991 0.410
S -1.59483 3.05482 3.84132 0.176
H -5.54910 -0.42826 2.91600 0.040
H -2.35716 -0.00565 0.25741 0.124
H -2.40498 -1.73501 0.48249 0.133
H -1.85076 -2.27781 3.10462 0.151
H -2.08639 -1.05044 5.13557 0.085
H -2.48141 0.14132 3.93029 0.035
H -0.89513 0.16177 4.66540 0.072
H 0.90919 -1.23469 3.80446 0.116
H 0.56095 -2.75933 2.98182 0.096
H 0.63827 -2.27990 5.83905 0.075
H -0.97588 -2.86091 5.38842 0.066
H 0.44653 -3.78246 4.97585 0.071
H 0.24595 0.74589 2.80166 0.114
H -2.81142 1.72588 1.65854 -0.020
H -1.08698 2.98080 1.09416 -0.011
C 2.62195 -1.24385 -2.61107 -0.102
C 3.52732 -2.30029 -2.00476 -0.317
O 4.26749 -3.00331 -3.00300 -0.090
H 1.92559 -1.70236 -3.31549 0.076
H 2.05137 -0.72071 -1.84296 0.036
H 3.21551 -0.50533 -3.15578 0.069
H 2.93834 -3.04602 -1.47417 0.098
H 4.21836 -1.84242 -1.28888 0.109
H 4.81617 -2.36120 -3.46919 0.055
C -4.00211 6.13755 -0.62037 -0.091
C -3.00421 5.25593 0.10372 -0.331
O -3.61013 4.48755 1.14145 -0.125
H -4.49508 6.80719 0.08434 0.078
H -3.50870 6.73662 -1.38631 0.076
H -4.77217 5.53364 -1.10646 0.073
H -2.24502 5.86013 0.59891 0.116
H -2.49598 4.59534 -0.60885 0.105
H -4.29367 3.93840 0.74254 0.080
C 3.81161 -2.14655 -7.18749 -0.084
C 4.19380 -1.28416 -6.00105 -0.322
O 5.57473 -1.40179 -5.66306 -0.082
H 4.05148 -3.19027 -6.98415 0.079
H 2.74484 -2.06721 -7.40015 0.074
H 4.36063 -1.84304 -8.08251 0.071
H 3.65601 -1.60433 -5.11330 0.072
H 3.94661 -0.23363 -6.18966 0.113
H 6.10034 -1.11830 -6.41692 0.081
```

Summary:
energy	-1742.1888	a.u.
Kohn-Sham gap	9.422	eV
structure (SMILES)	C#CC[C@](C#N)([C@H](C)CC)[C@@H](C#N)[PH2]=S.CCO.CCO.CCO
HOMO energy	-9.11	eV
maximum force	1.2	eV/Å